1.
The following is a quantum chemistry calculation of one molecule with the formula C21H30ClN3O3S, from the OMol25 dataset.

```
! RIJCOSX wB97M-V def2-TZVPD def2/J DEFGRID3
* xyz 0 1
C -4.3592 -2.3281 -2.2799
C -2.9737 -1.7516 -2.0258
C -3.0331 -0.3035 -1.5336
C -1.6158 0.2730 -1.4075
O -0.8455 0.2058 -2.3502
N -1.3009 0.8748 -0.2403
C 0.0407 1.4006 0.0001
C 0.1734 2.7687 -0.6711
C 1.5767 3.3881 -0.7429
C 2.7040 2.3967 -1.0578
C 3.4642 1.7902 0.1226
N 2.7005 0.9780 1.0764
C 3.3304 -0.0525 1.7476
O 3.1774 -0.2303 2.9466
C 4.1068 -1.0976 1.0151
S 4.7967 -2.2730 2.0788
C 5.2340 -3.3121 0.7952
C 5.9464 -4.6014 1.0514
C 4.8360 -2.8110 -0.4040
C 4.1651 -1.5666 -0.2708
Cl 3.4136 -0.8847 -1.6633
C 1.7319 1.7301 1.8805
C 0.3015 1.3691 1.4981
N -3.8684 -0.1151 -0.3577
C -4.9036 0.9081 -0.3305
C -5.3375 0.9638 1.1430
C -4.8978 -0.3840 1.7196
C -3.7939 -0.8551 0.7882
O -2.9844 -1.7321 1.0120
H -4.2854 -3.3345 -2.6922
H -4.9404 -2.3931 -1.3585
H -4.9201 -1.7167 -2.9918
H -2.4383 -2.3615 -1.2998
H -2.3839 -1.7411 -2.9418
H -3.5059 0.2902 -2.3235
H -1.9286 0.7684 0.5371
H 0.7343 0.7075 -0.4815
H -0.1817 2.6288 -1.6943
H -0.5204 3.4663 -0.1893
H 1.5492 4.1328 -1.5413
H 1.8137 3.9529 0.1615
H 2.3197 1.6122 -1.7099
H 3.4733 2.9182 -1.6347
H 4.2784 1.1794 -0.2628
H 3.9316 2.6136 0.6822
H 6.1332 -5.1153 0.1097
H 6.9042 -4.4346 1.5454
H 5.3543 -5.2608 1.6873
H 4.9789 -3.3082 -1.3522
H 1.8951 1.5056 2.9319
H 1.9234 2.7930 1.7472
H -0.3883 2.0443 2.0190
H 0.0967 0.3548 1.8551
H -4.5001 1.8599 -0.6828
H -5.7324 0.6330 -0.9911
H -4.8268 1.7815 1.6523
H -6.4072 1.1384 1.2375
H -4.5175 -0.3333 2.7375
H -5.6944 -1.1302 1.7041
*
```

The SMILES is CC[C@H](C(=O)N[C@H]1CCCCN(C(=O)c2sc(C)cc2Cl)CC1)N1CCCC1=O. The HOMO energy comes out at -8.81 eV. The energy is -56236.224 eV. The value obtained for the energy above the lowest of the compared OMol25 structures with the same formula, charge and spin is 44.1 kJ/mol. The orbital gap comes out at 9.348 eV.

Now the Mulliken charges, all in e: -1.2307 -0.8905 0.0982 -0.2187 -0.6952 0.0443 0.4811 -1.0198 -0.9426 -0.4434 -1.3654 0.6230 0.3789 -0.7027 -0.0640 -0.1851 0.7374 -1.2290 -0.8378 0.4351 -0.1685 -1.5402 -0.7124 0.4138 -0.6249 -0.7246 -0.7177 0.4887 -0.6318 0.4127 0.2389 0.3016 0.4114 0.5218 0.5951 0.2198 0.1294 0.4775 0.1506 0.4876 0.3637 0.2019 0.3641 0.8105 0.3641 0.3427 0.3001 0.3141 0.3780 0.5946 0.3471 0.4976 0.4099 0.3073 0.3577 0.3044 0.3954 0.3304 0.3151

---

2.
The following is a quantum chemistry calculation of C13H7N3O6SW as an isolated structure, from the OMol25 dataset.

```
! RIJCOSX wB97M-V def2-TZVPD def2/J DEFGRID3
* xyz 2 1
W -0.9559 -0.8007 0.0602
N 2.0885 -2.3866 1.8053
C 1.1828 -1.4671 1.5507
S 1.3524 -0.4933 0.0493
N 0.1442 -1.3565 2.3833
N -0.8139 -0.4877 1.9609
C -1.4953 0.3127 2.7804
C -2.3674 1.2987 2.3132
C -3.0813 2.0999 3.2384
C -3.8450 3.1505 2.7922
C -3.8953 3.4407 1.4257
C -3.1898 2.6900 0.4802
C -2.4578 1.6255 0.9243
O -1.7101 0.8717 0.0679
H 2.9288 -2.4766 1.2547
H 1.9659 -2.9986 2.6026
H -1.2823 0.1929 3.8401
H -3.0200 1.8712 4.2951
H -4.3993 3.7585 3.4929
H -4.4912 4.2765 1.0817
H -3.2257 2.9349 -0.5723
O -4.0467 -5.8756 -1.7655
C -3.4699 -4.9104 -1.4068
C -2.1277 -4.8889 -0.5936
O -1.4848 -5.8090 -0.2088
C -1.8811 -3.4277 -0.4269
C -2.8371 -2.6404 -0.9696
O -2.6552 -1.3361 -0.7493
C -3.9171 -3.4260 -1.6521
O -4.8742 -3.0354 -2.2322
O -0.8957 -2.7122 0.1387
*
```

The HOMO energy (alpha / beta) comes out at -15.18 / -15.18 eV. The energy is -42991.105 eV. The value obtained for the energy above the lowest of the compared OMol25 structures with the same formula, charge and spin is 54.5 kJ/mol. The orbital gap (alpha / beta) comes out at 4.602 / 4.602 eV.

Now the Mulliken charges, all in e: 1.7411 -0.3105 0.5989 -0.2100 -1.1573 0.4828 0.0012 0.3951 -0.8194 -0.7696 -0.3453 -0.5465 0.9058 -0.5564 0.2407 0.2720 0.5127 0.4398 0.4500 0.4382 0.4802 -0.3624 0.4035 -0.1025 -0.4271 0.6848 0.9377 -0.6391 0.0716 -0.4089 -0.4012

---

3.
The following is a quantum chemistry calculation of C25H32ClIrN3OP as an isolated structure at a distorted geometry, from the OMol25 dataset.

```
! RIJCOSX wB97M-V def2-TZVPD def2/J DEFGRID3
* xyz 3 2
Ir -0.7938 -0.8554 -1.1775
C -2.8068 -2.3836 0.9522
C -2.3773 -1.0571 1.5862
N -2.1054 0.0081 0.6054
C -3.2798 0.7024 0.0480
C -4.0412 -0.1606 -0.9641
N -3.1361 -0.8806 -1.8777
C -3.5082 -2.2768 -2.1495
C -2.7063 -3.3184 -1.3285
N -1.9739 -2.7185 -0.2129
H -3.8505 -2.3472 0.6476
H -2.7179 -3.1566 1.7227
H -1.4463 -1.2300 2.1319
H -3.1478 -0.7351 2.2954
H -1.5786 0.7180 1.1170
H -2.9173 1.6132 -0.4319
H -3.9694 0.9972 0.8484
H -4.7151 0.4949 -1.5252
H -4.6671 -0.8696 -0.4257
H -3.0992 -0.3749 -2.7579
H -3.3293 -2.4889 -3.2027
H -4.5795 -2.4169 -1.9807
H -1.9797 -3.8049 -1.9825
H -3.3854 -4.1006 -0.9663
H -1.2402 -3.3609 0.0722
Cl -0.7627 1.4856 -2.4028
C 0.1414 2.6560 -1.5060
C 0.0460 3.9825 -1.8957
C 0.8026 4.9352 -1.2295
C 1.6233 4.5658 -0.1716
C 1.6991 3.2432 0.2250
C 0.9502 2.2681 -0.4386
P 1.1829 0.5218 0.0387
C 2.9936 0.3913 -0.0706
C 3.6112 0.4880 -1.3257
C 4.9872 0.4967 -1.4264
C 5.7753 0.3882 -0.2800
C 5.1619 0.2970 0.9687
C 3.7863 0.2865 1.0797
C 0.8495 0.3599 1.8197
C 0.2500 1.3531 2.5927
C 0.0718 1.1343 3.9495
C 0.4212 -0.0841 4.5241
C 1.0087 -1.0808 3.7547
C 1.2042 -0.8677 2.4020
H -0.5945 4.2600 -2.7203
H 0.7454 5.9638 -1.5463
H 2.2157 5.3090 0.3406
H 2.3374 2.9601 1.0498
H 3.0022 0.5398 -2.2179
H 5.4612 0.5614 -2.3936
H 6.8526 0.3647 -0.3575
H 5.7664 0.2657 1.8632
H 3.3315 0.2463 2.0573
H -0.0160 2.3063 2.1549
H -0.3346 1.9229 4.5645
H 0.2212 -0.2635 5.5687
H 1.2861 -2.0248 4.1965
H 1.6439 -1.6379 1.7816
C 1.1416 -2.7351 -3.2129
O 0.3388 -1.9344 -2.4872
H 1.8905 -2.1492 -3.7732
H 0.5638 -3.3250 -3.9473
H 1.6953 -3.4480 -2.5723
*
```

The expectation value of S² is 0.761. The HOMO energy (alpha / beta) comes out at -17.11 / -17.12 eV. The energy is -57583.174 eV. The value obtained for the energy above the lowest of the compared OMol25 structures with the same formula, charge and spin is 131.8 kJ/mol. The orbital gap (alpha / beta) comes out at 5.646 / 5.622 eV.

Now the Mulliken charges, all in e: 1.7021 -0.9199 -0.0778 -0.1892 -0.8865 -0.7855 -0.5609 -0.6063 -0.7905 -0.4207 0.3005 0.5943 -0.0529 0.4447 0.0288 0.4198 0.4707 0.5626 0.3035 0.4258 0.4193 0.4360 0.3638 0.3983 0.3687 -0.1424 0.9199 -0.6487 -0.6087 -0.9388 -0.4461 0.0916 1.2432 0.5734 -0.6867 -0.7639 -0.5263 -0.7967 -0.0977 0.7993 -0.6536 -0.9362 -0.6895 -0.7952 -0.6983 0.5139 0.4700 0.4639 0.5663 0.3970 0.4473 0.4440 0.4617 0.3795 0.6076 0.5264 0.4708 0.5201 0.5462 -0.8292 -0.1204 0.3071 0.3552 0.3252

---

4.
The following is a quantum chemistry calculation of one molecule with the formula C5H9NO, from the OMol25 dataset.

```
! RIJCOSX wB97M-V def2-TZVPD def2/J DEFGRID3
* xyz 0 1
C -1.3512 -0.1080 1.2829
C -1.3045 0.0616 -0.2132
N -0.8677 1.3559 -0.7424
C -0.0508 0.1701 -0.9856
C 1.2970 0.2241 -0.3496
C 1.7510 -1.3376 0.2714
O 2.3095 -1.0560 -0.8692
H -0.5722 0.4845 1.7715
H -2.3150 0.2302 1.6778
H -1.2083 -1.1591 1.5501
H -2.1191 -0.4313 -0.7455
H -1.3852 1.6247 -1.5735
H -0.0341 -0.2639 -1.9835
H 1.3336 0.5601 0.6996
H 1.9893 0.9036 -0.8655
H 2.5270 -1.2754 1.0926
*
```

The HOMO energy comes out at -7.89 eV. The energy is -8862.421 eV. The value obtained for the energy above the lowest of the compared OMol25 structures with the same formula, charge and spin is 655.2 kJ/mol. The orbital gap comes out at 8.577 eV.

Now the Mulliken charges, all in e: -1.3496 0.2195 -0.6339 -0.2218 -0.3871 -0.2364 -0.2945 0.3193 0.3761 0.2962 0.4292 0.2435 0.4290 0.2831 0.3974 0.1301